[1]
C39H28N10O8Y | wB97M-V/def2-TZVPD

The geometry in ORCA input format:
```
! wB97M-V def2-TZVPD RIJCOSX def2/J DEFGRID3
* xyz 1 1
Y 0.1392 0.2194 0.1518
O 1.5271 -2.3617 6.7371
C 0.3776 -2.3485 6.2761
O -0.7444 -2.5146 6.7709
C 0.3277 -1.8927 4.7904
C 1.4980 -1.6632 4.0818
C 1.4228 -1.1326 2.8117
N 0.2400 -0.8600 2.2282
C -0.8994 -1.2016 2.8628
C -0.8874 -1.7085 4.1454
C -2.1374 -1.1148 2.0400
C -3.4020 -1.3211 2.5733
C -4.4851 -1.3771 1.7121
C -4.2858 -1.2139 0.3488
C -3.0062 -0.9516 -0.0973
N -1.9542 -0.8930 0.7264
C 2.6220 -0.9315 1.9570
C 3.9114 -0.9720 2.4755
C 4.9837 -0.8843 1.6075
C 4.7483 -0.7622 0.2435
C 3.4387 -0.6932 -0.1870
N 2.3947 -0.7578 0.6443
H 2.4245 -1.9085 4.5843
H -1.7742 -1.9923 4.6971
H -3.5315 -1.4617 3.6360
H -5.4777 -1.5571 2.1031
H -5.1039 -1.2722 -0.3543
H -2.7970 -0.7828 -1.1479
H 4.0668 -1.0769 3.5390
H 5.9953 -0.9256 1.9889
H 5.5595 -0.7268 -0.4696
H 3.2034 -0.6013 -1.2428
C 2.2540 2.5095 -1.4822
N 1.0822 1.7097 -1.8440
C -0.0066 2.4137 -2.5310
C -1.2823 2.3996 -1.7448
N -1.4009 1.9658 -0.5101
C -2.7159 2.2620 -0.1306
C -3.3611 2.0887 1.0904
C -4.6781 2.4913 1.1741
C -5.3435 3.0571 0.0755
C -4.7074 3.2534 -1.1344
C -3.3800 2.8498 -1.2046
N -2.4313 2.9221 -2.2192
C 2.4405 2.5501 0.0068
N 1.5900 2.0589 0.8770
C 2.1603 2.2909 2.1353
C 1.6880 1.9877 3.4111
C 2.5054 2.2929 4.4801
C 3.7561 2.9030 4.2945
C 4.2232 3.2352 3.0378
C 3.3950 2.9148 1.9694
N 3.5380 3.0713 0.5945
H 2.1606 3.5327 -1.8559
H 3.1553 2.0958 -1.9412
H 1.3401 0.9055 -2.4013
H -0.1804 1.9793 -3.5174
H 0.2661 3.4610 -2.6880
H -2.8513 1.6645 1.9463
H -5.2106 2.3774 2.1088
H -6.3760 3.3592 0.1842
H -5.2164 3.7061 -1.9743
H -2.5729 3.2873 -3.1466
H 0.7217 1.5257 3.5661
H 2.1772 2.0576 5.4835
H 4.3643 3.1257 5.1605
H 5.1808 3.7185 2.8994
H 4.3074 3.5149 0.1213
O -0.2470 -1.6967 -3.7090
C 0.0530 -1.8503 -2.5481
O 0.0729 -0.8873 -1.6601
C 0.4337 -3.2014 -1.9970
C 0.8361 -4.2100 -2.8631
C 1.2193 -5.4273 -2.3323
C 1.2144 -5.6958 -0.9759
C 0.7786 -4.6779 -0.1526
C 0.3888 -3.4458 -0.6327
N 0.7508 -4.8861 1.3095
O 1.4142 -5.7914 1.7541
O 0.0641 -4.1218 1.9618
N 1.6703 -6.4953 -3.2554
O 1.6643 -6.2392 -4.4389
O 2.0173 -7.5425 -2.7578
H 0.8490 -4.0450 -3.9309
H 1.5362 -6.6500 -0.5864
H 0.0363 -2.7065 0.0709
*
```

**DFT total energy**: -2690.739714 Eh
**Energy relative to the best compared isomer or geometry (same formula, charge and spin)**: 0.0 kcal per mole
**HOMO level**: -9.93 eV

[2]
C39H28N3O10P2PtS | wB97M-V/def2-TZVPD

The geometry in ORCA input format:
```
! wB97M-V def2-TZVPD RIJCOSX def2/J DEFGRID3
* xyz -1 3
Pt -0.1154 0.7060 -0.0639
O 3.7824 1.6774 -1.6208
C 2.7019 1.7416 -1.0484
O 1.9519 0.7370 -0.7259
C 2.2276 3.1150 -0.5757
C 3.1348 4.0829 -0.2565
C 2.7175 5.2747 0.3475
C 1.4182 5.4383 0.7610
C 0.4992 4.4470 0.4728
C 0.8410 3.3399 -0.3660
O -0.0599 2.6002 -0.9418
N -0.7889 4.5222 1.1448
O -1.3791 3.4871 1.3861
O -1.2174 5.6093 1.4756
N 3.6915 6.3217 0.6503
O 3.2944 7.3474 1.1789
O 4.8555 6.1252 0.3555
H 4.1864 3.9240 -0.4535
H 1.1256 6.3053 1.3332
C -3.6195 1.5102 0.7678
P -2.3230 0.2135 0.5406
C -2.3762 -0.6310 2.1503
C -2.1769 0.1707 3.2761
C -2.1186 -0.3999 4.5376
C -2.2388 -1.7771 4.6824
C -2.4186 -2.5804 3.5649
C -2.4899 -2.0102 2.2996
C -3.0615 -0.9290 -0.6746
C -2.4364 -1.1568 -1.8978
C -3.0083 -2.0134 -2.8277
C -4.2043 -2.6542 -2.5400
C -4.8384 -2.4281 -1.3253
C -4.2725 -1.5648 -0.4014
P -4.3990 2.0584 -0.8463
C -3.1083 3.2316 -1.4168
C -2.5311 2.9735 -2.6583
C -1.5285 3.7948 -3.1613
C -1.1031 4.8897 -2.4272
C -1.6699 5.1569 -1.1838
C -2.6604 4.3284 -0.6767
C -5.7073 3.1810 -0.1749
C -6.5699 2.7265 0.8269
C -7.6095 3.5203 1.2949
C -7.8267 4.7782 0.7493
C -7.0069 5.2255 -0.2770
C -5.9603 4.4348 -0.7367
H -3.1605 2.3645 1.2631
H -4.3850 1.0946 1.4161
H -2.0464 1.2445 3.1566
H -1.9530 0.2256 5.4080
H -2.1718 -2.2276 5.6661
H -2.4592 -3.6577 3.6671
H -2.5859 -2.6484 1.4306
H -1.4973 -0.6741 -2.1176
H -2.5098 -2.1944 -3.7725
H -4.6420 -3.3354 -3.2602
H -5.7697 -2.9326 -1.0941
H -4.7744 -1.3856 0.5451
H -2.8689 2.1117 -3.2258
H -1.0721 3.5687 -4.1181
H -0.3191 5.5323 -2.8126
H -1.3277 6.0013 -0.5963
H -3.0778 4.5342 0.3028
H -6.4420 1.7341 1.2454
H -8.2474 3.1552 2.0911
H -8.6347 5.4006 1.1149
H -7.1754 6.2014 -0.7202
H -5.3285 4.8004 -1.5370
O 2.0273 -5.3592 1.5598
S 0.9370 -4.5421 2.0123
O -0.1092 -5.1908 2.7628
N 0.3120 -3.6672 0.7969
C 0.4626 -2.3740 0.9842
O -0.0382 -1.5299 0.1644
C 1.1829 -2.0139 2.2698
C 1.4688 -0.7759 2.8163
C 2.1173 -0.7190 4.0457
C 2.4774 -1.8822 4.7145
C 2.1896 -3.1278 4.1715
C 1.5415 -3.1614 2.9547
H 1.2008 0.1330 2.3096
H 2.3403 0.2452 4.4882
H 2.9842 -1.8185 5.6707
H 2.4627 -4.0427 4.6831
*
```

**DFT total energy**: -3619.749302 Eh
**Energy relative to the best compared isomer or geometry (same formula, charge and spin)**: 37.3 kcal per mole
**HOMO level (spin up / spin down)**: -5.21 / -6.68 eV